142
Properties=species:S:1:pos:R:3 method="wB97M-V/def2-TZVPD" energy_ha=-4327.217614 smiles="CCCCCCCC[C@](CCCCS(=O)(=O)O)(ON=O)O[C@@](F)(CCCC(=O)O)[C@H](CCCCl)OCCN.CN(C)P(=O)(N(C)C)N(C)C.CN(C)P(=O)(N(C)C)N(C)C" homo_energy_ev=-7.878
C 7.249 -1.743 1.477
C 6.745 -2.169 0.045
C 6.391 -3.678 -0.060
C 5.073 -3.964 -0.833
C 3.873 -4.232 0.124
C 3.367 -2.875 0.669
C 1.828 -2.838 0.944
C 1.430 -1.342 1.005
C 0.053 -1.062 1.682
C -0.270 0.432 1.341
C 0.745 1.458 1.901
C 1.803 1.986 0.893
C 1.230 2.422 -0.486
S 1.968 1.535 -1.881
O 1.941 2.440 -2.982
O 1.299 0.302 -2.177
O 3.507 1.174 -1.538
O 0.051 -1.140 3.100
N 1.264 -1.380 3.728
O 1.167 -0.975 4.824
O -0.927 -1.814 1.005
C -1.584 -2.827 1.691
F -0.734 -3.766 2.269
C -2.660 -2.370 2.707
C -3.739 -1.425 2.095
C -4.305 -0.463 3.215
C -4.301 0.978 2.663
O -4.942 1.253 1.710
O -3.554 1.951 3.244
C -2.322 -3.638 0.564
C -2.678 -2.811 -0.702
C -1.644 -3.008 -1.845
C -2.162 -2.229 -3.072
Cl -1.893 -0.463 -2.806
O -3.422 -4.367 1.077
C -3.613 -5.589 0.385
C -2.750 -6.723 0.979
N -3.045 -6.923 2.414
H 7.115 -2.575 2.178
H 8.310 -1.472 1.413
H 6.712 -0.844 1.808
H 5.902 -1.516 -0.226
H 7.552 -1.896 -0.650
H 6.415 -4.182 0.916
H 7.198 -4.138 -0.654
H 5.209 -4.822 -1.507
H 4.823 -3.110 -1.482
H 3.079 -4.784 -0.401
H 4.191 -4.876 0.959
H 3.578 -2.079 -0.070
H 3.867 -2.551 1.595
H 1.262 -3.410 0.204
H 1.712 -3.232 1.963
H 2.228 -0.699 1.388
H 1.271 -1.030 -0.044
H -1.225 0.627 1.867
H -0.489 0.531 0.272
H 1.289 1.089 2.780
H 0.181 2.341 2.243
H 2.239 2.891 1.344
H 2.643 1.299 0.738
H 1.474 3.477 -0.662
H 0.137 2.357 -0.548
H 3.669 0.281 -1.892
H -2.217 -1.773 3.520
H -3.109 -3.232 3.215
H -4.537 -1.961 1.578
H -3.178 -0.770 1.414
H -3.667 -0.439 4.110
H -5.337 -0.732 3.457
H -3.269 1.710 4.151
H -1.572 -4.385 0.234
H -3.612 -3.252 -1.095
H -2.898 -1.757 -0.518
H -0.627 -2.735 -1.541
H -1.685 -4.078 -2.119
H -3.246 -2.388 -3.137
H -1.729 -2.571 -4.017
H -3.432 -5.518 -0.700
H -4.668 -5.875 0.523
H -3.025 -7.658 0.462
H -1.674 -6.580 0.798
H -3.816 -6.320 2.687
H -2.246 -6.568 2.933
O -1.019 0.416 -8.050
P 0.246 1.136 -8.499
N 0.704 1.772 -6.960
C -0.175 2.673 -6.230
C 1.179 0.730 -6.057
N -0.512 2.259 -9.549
C -0.531 3.692 -9.372
C -1.748 1.823 -10.190
N 1.810 1.678 -9.190
C 2.457 0.607 -9.963
C 2.827 2.431 -8.472
H 0.311 2.997 -5.307
H -1.136 2.215 -5.967
H -0.365 3.588 -6.789
H 1.913 0.091 -6.567
H 0.362 0.089 -5.707
H 1.684 1.162 -5.192
H -1.337 4.008 -8.698
H -0.690 4.191 -10.334
H 0.416 4.079 -8.993
H -2.613 1.930 -9.524
H -1.676 0.780 -10.495
H -1.930 2.404 -11.098
H 2.870 -0.171 -9.311
H 3.258 1.001 -10.591
H 1.729 0.135 -10.631
H 3.346 1.834 -7.712
H 2.417 3.318 -7.996
H 3.577 2.786 -9.187
O -3.275 2.569 5.151
P -1.936 3.009 5.749
N -2.394 2.965 7.414
C -3.474 3.802 7.913
C -2.580 1.600 7.892
N -1.895 4.572 5.055
C -1.919 5.816 5.790
C -2.575 4.741 3.772
N -0.222 3.258 6.200
C 0.608 2.325 5.436
C 0.302 3.423 7.547
H -3.582 3.666 8.992
H -4.440 3.582 7.443
H -3.255 4.860 7.781
H -1.728 0.974 7.597
H -3.488 1.142 7.483
H -2.630 1.573 8.982
H -2.943 6.119 6.040
H -1.474 6.617 5.193
H -1.332 5.771 6.708
H -3.656 4.878 3.898
H -2.411 3.880 3.128
H -2.172 5.608 3.241
H 0.509 1.304 5.815
H 1.664 2.605 5.455
H 0.295 2.330 4.388
H 0.265 2.499 8.136
H -0.218 4.205 8.093
H 1.349 3.737 7.483


133
Properties=species:S:1:pos:R:3 method="wB97M-V/def2-TZVPD" energy_ha=-2879.424774 homo_energy_ev=-3.847 charge=-1
C 0.440 0.829 -4.451
C 0.991 1.494 -3.187
N 0.555 0.946 -1.931
In 1.537 -0.772 -1.175
C 0.446 -2.719 -1.162
C -1.027 -2.831 -1.628
C -1.735 -1.563 -2.054
Cl -2.294 -0.644 -0.611
C 3.364 -1.071 -2.492
C 4.667 -0.931 -1.810
O 4.923 -0.905 -0.634
O 5.812 -0.891 -2.717
C 5.864 0.195 -3.523
C 5.387 1.491 -2.920
O 6.319 0.124 -4.646
C 2.114 -0.347 0.957
C 2.586 1.077 1.179
C 1.519 1.985 1.819
O 3.070 1.656 -0.054
H -0.625 1.024 -4.567
H 0.920 1.277 -5.328
H 0.657 -0.238 -4.487
H 2.079 1.515 -3.254
H 0.685 2.550 -3.235
H -0.448 0.985 -1.834
H 1.028 -3.424 -1.758
H 0.504 -3.114 -0.147
H -1.110 -3.543 -2.453
H -1.623 -3.262 -0.823
H -1.149 -0.918 -2.696
H -2.646 -1.824 -2.591
H 3.339 -2.097 -2.872
H 3.324 -0.449 -3.386
H 4.332 1.605 -3.167
H 5.461 1.512 -1.838
H 5.926 2.313 -3.374
H 1.202 -0.545 1.518
H 2.872 -1.059 1.272
H 3.452 1.034 1.850
H 1.404 2.896 1.239
H 1.854 2.255 2.822
H 0.565 1.479 1.918
H 3.656 2.370 0.196
C 4.017 1.680 7.609
C 3.545 0.798 6.464
O 3.277 1.504 5.272
C 4.375 2.184 4.692
C 5.515 1.268 4.281
H 3.322 2.508 7.763
H 4.079 1.098 8.530
H 5.004 2.103 7.418
H 2.600 0.326 6.734
H 4.261 -0.011 6.280
H 4.731 2.976 5.363
H 3.973 2.678 3.807
H 6.011 0.820 5.144
H 6.264 1.831 3.724
H 5.142 0.461 3.650
C -5.140 -5.211 -4.990
C -4.788 -4.210 -3.902
O -5.001 -2.861 -4.273
C -6.334 -2.509 -4.580
C -7.299 -2.686 -3.419
H -4.636 -4.952 -5.922
H -4.831 -6.213 -4.689
H -6.213 -5.240 -5.188
H -3.724 -4.281 -3.677
H -5.323 -4.443 -2.974
H -6.685 -3.059 -5.461
H -6.292 -1.457 -4.861
H -7.441 -3.738 -3.164
H -8.275 -2.273 -3.677
H -6.923 -2.175 -2.532
C 1.720 7.261 -6.001
C 0.729 6.442 -5.189
O 1.324 5.420 -4.420
C 2.245 5.843 -3.433
C 1.631 6.741 -2.372
H 2.355 6.607 -6.599
H 1.187 7.941 -6.668
H 2.368 7.864 -5.363
H 0.045 5.927 -5.865
H 0.117 7.096 -4.556
H 3.112 6.327 -3.899
H 2.605 4.928 -2.963
H 1.333 7.710 -2.778
H 2.352 6.923 -1.574
H 0.746 6.270 -1.945
C 0.121 4.413 6.081
C 1.300 4.896 5.254
O 0.971 5.242 3.926
C 0.047 6.294 3.752
C 0.520 7.628 4.310
H -0.407 3.616 5.555
H 0.469 4.031 7.041
H -0.594 5.214 6.281
H 2.026 4.087 5.161
H 1.813 5.727 5.756
H -0.928 6.025 4.174
H -0.089 6.378 2.674
H 0.582 7.615 5.399
H -0.174 8.420 4.026
H 1.510 7.872 3.922
C -2.718 -7.462 -2.214
C -1.219 -7.601 -2.424
O -0.466 -6.828 -1.517
C -0.617 -7.134 -0.146
C -0.180 -8.544 0.220
H -2.994 -6.407 -2.194
H -3.261 -7.955 -3.022
H -3.045 -7.911 -1.275
H -0.954 -7.218 -3.410
H -0.913 -8.654 -2.400
H -1.647 -6.952 0.180
H 0.010 -6.411 0.375
H -0.840 -9.301 -0.210
H -0.193 -8.670 1.303
H 0.830 -8.735 -0.145
C -6.147 -2.654 4.604
C -4.910 -3.473 4.270
O -4.669 -3.609 2.886
C -4.439 -2.396 2.182
C -3.230 -1.618 2.665
H -7.015 -3.039 4.068
H -6.347 -2.697 5.676
H -6.024 -1.605 4.332
H -5.039 -4.491 4.640
H -4.030 -3.061 4.776
H -5.337 -1.767 2.204
H -4.286 -2.690 1.144
H -3.375 -1.221 3.673
H -3.041 -0.778 2.000
H -2.345 -2.255 2.682